1.
Computed, not measured: C44H33Cl4MoN5O3Si as an isolated structure, with wB97M-V/def2-TZVPD.

XYZ file:
```
91
Properties=species:S:1:pos:R:3:mulliken_charge:R:1
Mo -0.118 -0.513 -0.266 -0.767
Cl 0.653 -6.706 -4.332 -0.243
C 0.514 -5.455 -3.132 -0.064
C 1.129 -5.631 -1.880 -0.725
C 1.027 -4.668 -0.916 -0.939
C 0.323 -3.455 -1.147 -0.224
O 0.235 -2.597 -0.192 0.503
C -0.280 -3.290 -2.423 1.121
C -1.067 -2.154 -2.770 -0.458
N -1.133 -1.020 -2.151 1.101
C -2.047 -0.047 -2.638 -0.410
C -2.575 0.031 -3.900 -0.438
C -3.580 0.978 -4.192 -1.240
C -4.075 1.802 -3.223 -0.878
C -3.523 1.769 -1.921 1.284
C -4.004 2.539 -0.836 -1.152
C -3.402 2.433 0.380 -1.247
C -2.260 1.621 0.513 0.096
N -1.795 0.892 -0.477 2.401
C -2.453 0.897 -1.670 -1.008
C -0.191 -4.318 -3.391 -1.140
H 1.680 -6.544 -1.690 0.452
H 1.483 -4.799 0.056 0.472
H -1.682 -2.285 -3.658 0.219
H -2.249 -0.634 -4.688 0.548
H -3.980 1.019 -5.196 0.397
H -4.885 2.489 -3.434 0.470
H -4.851 3.197 -0.988 0.468
H -3.743 2.992 1.240 0.568
H -1.704 1.573 1.439 -0.172
H -0.684 -4.193 -4.347 0.444
C 3.151 -1.170 -3.293 -1.301
C 1.924 -0.843 -2.693 -0.739
N 1.771 -0.759 -1.390 1.409
C 2.837 -1.006 -0.565 -1.121
C 4.109 -1.315 -1.090 1.714
C 4.231 -1.400 -2.495 -1.226
C 5.194 -1.521 -0.215 -1.111
C 4.978 -1.409 1.134 -0.884
C 3.715 -1.118 1.664 -0.477
C 2.608 -0.916 0.846 -0.201
N 1.345 -0.611 1.266 1.424
C 0.993 -0.984 2.578 -0.627
C 1.249 -2.254 3.037 0.285
C 0.915 -2.659 4.342 -1.248
C 0.293 -1.794 5.193 -0.916
C -0.029 -0.491 4.750 1.499
C -0.707 0.427 5.582 -0.909
C -1.016 1.665 5.106 -1.350
C -0.635 1.983 3.784 0.333
N 0.001 1.171 2.981 0.096
C 0.315 -0.071 3.442 -0.529
H 3.213 -1.223 -4.371 0.542
H 1.057 -0.624 -3.298 0.796
H 5.196 -1.646 -2.923 0.442
H 6.171 -1.754 -0.619 0.432
H 5.803 -1.547 1.822 0.397
H 3.598 -1.047 2.736 0.587
H 1.720 -2.957 2.363 0.510
H 1.144 -3.669 4.656 0.395
H 0.019 -2.091 6.199 0.383
H -0.979 0.126 6.587 0.431
H -1.537 2.398 5.707 0.447
H -0.881 2.964 3.382 0.215
Cl -3.423 -0.412 3.371 -0.109
C -3.362 -1.859 2.342 0.934
Cl -2.460 -3.141 3.173 -0.119
Cl -5.005 -2.403 2.014 -0.135
C -2.594 -1.531 1.019 -0.789
O -3.090 -1.795 -0.057 -0.594
O -1.463 -0.979 1.264 0.769
C 2.681 2.118 -0.121 -1.570
Si 0.919 1.864 -0.737 1.976
C 0.945 2.202 -2.613 -1.638
C 0.014 3.404 -0.082 0.231
C 0.290 3.921 1.186 -0.311
C -0.310 5.088 1.642 -0.450
C -1.207 5.772 0.833 -0.713
C -1.495 5.281 -0.434 -0.758
C -0.889 4.114 -0.878 -0.383
H 2.941 3.168 -0.279 0.583
H 3.412 1.512 -0.657 0.453
H 2.772 1.896 0.944 0.209
H 1.100 3.274 -2.761 0.539
H 0.018 1.930 -3.127 0.250
H 1.768 1.688 -3.112 0.508
H 0.982 3.395 1.834 0.329
H -0.072 5.468 2.628 0.466
H -1.672 6.686 1.183 0.383
H -2.189 5.810 -1.077 0.442
H -1.135 3.750 -1.871 0.359
```

Values from the calculation:
* energy relative to the best compared isomer or geometry (same formula, charge and spin): 9.3 kcal/mol
* multiplicity: 3
* total energy: -4394.656053 Eh
* <S²>: 2.023
* molar mass: 945.6 g/mol
* HOMO-LUMO gap (alpha / beta): 5.7 / 6.0 eV

***

2.
Computed, not measured: a 2-piece molecular cluster, C44H33FN2O4S2 overall at a distorted geometry, with wB97M-V/def2-TZVPD.

XYZ file:
```
86
Properties=species:S:1:pos:R:3:mulliken_charge:R:1
C -6.677 2.897 -4.229 -0.386
C -7.031 2.948 -2.873 -0.701
C -6.478 2.030 -1.980 -0.204
C -5.571 1.068 -2.445 0.103
N -5.040 0.134 -1.506 0.852
C -5.624 -1.167 -1.449 0.091
C -5.243 -2.131 -2.388 -0.062
C -5.833 -3.395 -2.359 -0.750
C -6.796 -3.694 -1.389 -0.411
C -7.174 -2.727 -0.451 -0.723
C -6.592 -1.457 -0.483 -0.140
C -3.782 0.348 -0.912 0.682
C -3.667 0.298 0.487 -0.486
C -2.442 0.504 1.091 -1.033
C -1.239 0.574 0.332 0.277
C 0.013 0.653 1.010 -0.945
C 1.264 0.376 0.386 1.074
C 2.443 1.081 0.771 -0.966
C 3.628 0.939 0.070 -0.713
C 3.744 -0.046 -0.931 1.260
N 4.957 -0.257 -1.581 0.902
C 5.260 -1.536 -2.140 -0.526
C 5.075 -1.772 -3.503 0.096
C 5.327 -3.047 -4.017 -0.704
C 5.824 -4.053 -3.184 -0.396
C 6.067 -3.792 -1.829 -0.713
C 5.777 -2.533 -1.302 -0.064
C 5.869 0.808 -1.847 -0.594
C 6.964 1.017 -1.000 0.054
C 7.893 2.015 -1.307 -0.719
C 7.741 2.781 -2.469 -0.380
C 6.658 2.550 -3.324 -0.796
C 5.720 1.565 -3.014 -0.079
C 2.617 -0.820 -1.271 -0.553
C 1.394 -0.570 -0.675 -1.109
C -1.389 0.637 -1.089 -0.967
C -2.638 0.574 -1.689 -0.514
C -5.235 0.998 -3.795 0.055
C -5.785 1.924 -4.687 -0.858
H -7.104 3.620 -4.927 0.366
H -7.731 3.698 -2.504 0.365
H -6.731 2.030 -0.917 0.374
H -4.487 -1.864 -3.128 0.295
H -5.531 -4.139 -3.095 0.358
H -7.252 -4.685 -1.365 0.363
H -7.920 -2.953 0.312 0.361
H -6.868 -0.676 0.228 0.325
H -4.570 0.128 1.075 0.391
H -2.392 0.600 2.171 0.372
H 0.013 1.084 2.016 1.274
H 2.375 1.799 1.586 0.403
H 4.502 1.551 0.302 0.475
H 4.711 -0.959 -4.134 0.271
H 5.130 -3.243 -5.072 0.380
H 6.029 -5.046 -3.589 0.372
H 6.475 -4.563 -1.176 0.371
H 5.946 -2.293 -0.250 0.410
H 7.063 0.394 -0.109 0.408
H 8.731 2.189 -0.632 0.373
H 8.469 3.558 -2.709 0.375
H 6.532 3.135 -4.235 0.368
H 4.868 1.358 -3.665 0.383
H 2.722 -1.587 -2.040 0.463
H 0.516 -1.098 -1.041 0.647
H -0.514 0.767 -1.723 0.633
H -2.753 0.648 -2.770 0.241
H -4.542 0.222 -4.124 0.173
H -5.506 1.875 -5.739 0.359
F -0.036 -1.349 3.183 -0.284
C -0.028 -0.150 3.773 -0.080
S 1.440 0.189 4.743 1.230
O 2.191 -1.037 4.902 -0.697
O 2.044 1.393 4.203 -0.652
C 0.686 0.573 6.343 0.133
C -0.695 0.582 6.352 0.347
C -1.399 0.843 7.530 -0.643
C -0.695 1.095 8.709 -0.597
C 0.700 1.068 8.707 -0.539
C 1.396 0.801 7.526 -0.634
S -1.472 0.188 4.778 1.306
O -2.089 1.398 4.260 -0.695
O -2.228 -1.035 4.941 -0.701
H -2.485 0.852 7.509 0.429
H -1.238 1.303 9.630 0.368
H 1.248 1.249 9.630 0.367
H 2.480 0.769 7.507 0.439
```

Values from the calculation:
* total energy: -3003.029049 Eh
* molar mass: 736.9 g/mol
* HOMO-LUMO gap: 4.9 eV

***

3.
Computed, not measured: C44H33GeN4PdS as an isolated structure at a distorted geometry, with wB97M-V/def2-TZVPD.

XYZ file:
```
84
Properties=species:S:1:pos:R:3:mulliken_charge:R:1
Pd 0.785 0.270 0.329 0.289
C 1.493 -0.669 -3.853 -0.889
C 1.314 0.031 -2.660 -0.262
N 0.661 -0.475 -1.626 -0.563
C 0.153 -1.725 -1.693 0.928
C 0.358 -2.534 -2.842 1.492
C 1.027 -1.957 -3.939 -0.826
C -0.058 -3.878 -2.826 -0.943
C -0.570 -4.404 -1.669 -1.353
C -0.824 -3.602 -0.553 -0.420
C -0.590 -2.222 -0.567 -0.304
N -0.967 -1.314 0.388 0.090
C -2.032 -1.432 1.217 0.689
C -2.996 -2.461 1.132 -0.788
C -4.125 -2.507 1.938 -1.122
C -4.438 -1.463 2.772 -0.959
C -3.590 -0.346 2.809 0.815
C -3.996 0.836 3.448 -0.642
C -3.225 1.969 3.308 -1.376
C -1.981 1.873 2.731 -0.284
N -1.479 0.701 2.290 0.692
C -2.340 -0.373 2.127 -0.536
H 2.015 -0.208 -4.679 0.439
H 1.727 1.024 -2.529 0.439
H 1.177 -2.546 -4.835 0.471
H 0.072 -4.490 -3.710 0.427
H -0.788 -5.463 -1.615 0.407
H -1.166 -4.071 0.357 0.857
H -2.886 -3.212 0.370 0.833
H -4.802 -3.347 1.861 0.419
H -5.355 -1.455 3.344 0.407
H -4.938 0.863 3.979 0.462
H -3.559 2.925 3.685 0.479
H -1.331 2.730 2.648 0.799
S 2.612 -4.403 2.014 -0.258
C 1.630 -3.015 1.710 -0.439
N 1.991 -2.239 0.749 0.809
C 3.122 -2.742 0.121 -0.808
C 3.755 -2.202 -0.999 0.002
C 4.905 -2.802 -1.468 -1.074
C 5.432 -3.941 -0.851 -0.586
C 4.791 -4.524 0.223 -0.458
C 3.629 -3.922 0.692 0.810
H 0.762 -2.827 2.331 0.302
H 3.339 -1.329 -1.484 0.615
H 5.418 -2.382 -2.324 0.452
H 6.349 -4.375 -1.226 0.413
H 5.175 -5.421 0.690 0.430
C -0.068 0.523 2.203 -1.361
Ge 1.155 2.071 2.490 2.952
C 0.366 3.595 1.512 0.013
C 0.091 4.815 2.126 -0.059
C -0.415 5.875 1.385 -0.721
C -0.647 5.723 0.026 -0.503
C -0.382 4.510 -0.595 -0.885
C 0.126 3.456 0.147 -0.099
C 1.327 2.270 4.450 0.002
C 2.587 2.320 5.042 -0.578
C 2.718 2.345 6.423 -0.722
C 1.591 2.312 7.231 -0.544
C 0.331 2.254 6.655 -0.787
C 0.203 2.228 5.274 -0.099
C 3.000 2.047 1.768 -0.552
C 3.616 1.021 1.055 0.457
C 4.895 1.195 0.534 -0.645
C 5.570 2.388 0.729 -0.622
C 4.972 3.411 1.450 -0.786
C 3.696 3.242 1.958 -0.474
H 0.228 -0.422 2.652 0.877
H 0.272 4.931 3.190 0.515
H -0.621 6.822 1.867 0.428
H -1.033 6.551 -0.553 0.402
H -0.565 4.394 -1.656 0.455
H 0.333 2.502 -0.345 0.262
H 3.474 2.333 4.421 0.362
H 3.703 2.384 6.869 0.419
H 1.694 2.325 8.308 0.395
H -0.554 2.220 7.278 0.435
H -0.788 2.174 4.845 0.245
H 3.141 0.048 0.975 -0.002
H 5.376 0.389 0.000 0.492
H 6.566 2.517 0.325 0.424
H 5.501 4.340 1.618 0.415
H 3.226 4.053 2.505 0.513
```

Values from the calculation:
* total energy: -4518.266845 Eh
* total charge: +1
* molar mass: 828.9 g/mol
* HOMO-LUMO gap (alpha / beta): 5.3 / 5.4 eV

***

4.
Computed, not measured: C44H34N9OPPd as an isolated structure, with wB97M-V/def2-TZVPD.

XYZ file:
```
90
Properties=species:S:1:pos:R:3:mulliken_charge:R:1
Pd 0.090 0.383 0.218 0.088
C 3.250 -6.082 12.187 -0.807
O 3.982 -5.412 11.098 -0.320
C 3.435 -4.884 10.086 0.944
C 2.003 -4.868 9.851 -0.540
C 1.529 -4.288 8.737 -0.682
C 2.424 -3.679 7.765 0.828
C 3.855 -3.696 8.028 -0.532
C 4.338 -4.274 9.136 -0.706
C 1.981 -3.106 6.611 0.021
N 2.798 -2.534 5.661 -0.651
C 2.033 -2.126 4.697 0.512
C 0.635 -2.427 4.986 0.443
N 0.641 -3.019 6.167 -0.062
C -0.408 -2.138 4.064 0.659
C -1.748 -2.514 4.244 -0.618
C -2.644 -2.270 3.231 -1.207
C -2.171 -1.658 2.071 -0.255
N -0.908 -1.271 1.894 -0.286
C -0.027 -1.497 2.861 0.268
C 1.379 -1.116 2.581 -0.173
N 1.653 -0.518 1.404 -0.208
C 2.927 -0.398 1.037 -0.246
C 3.999 -0.775 1.839 -1.259
C 3.738 -1.291 3.085 -0.403
C 2.404 -1.486 3.454 0.774
H 4.028 -6.376 12.881 0.271
H 2.741 -6.951 11.776 0.397
H 2.569 -5.366 12.641 0.391
H 1.335 -5.322 10.570 0.528
H 0.459 -4.282 8.574 0.327
H 4.515 -3.237 7.306 0.561
H 5.396 -4.312 9.361 0.509
H -0.170 -3.365 6.662 0.242
H -2.078 -3.003 5.152 0.491
H -3.682 -2.563 3.309 0.529
H -2.843 -1.486 1.238 0.589
H 3.094 0.014 0.055 0.635
H 5.010 -0.648 1.480 0.530
H 4.536 -1.577 3.757 0.647
N 1.396 0.765 -4.226 0.098
C 1.912 0.408 -3.044 -0.195
N 0.976 0.494 -2.115 0.005
C -0.110 0.915 -2.823 -0.022
N 0.108 1.087 -4.104 -0.569
C -1.407 1.165 -2.191 0.607
C -2.518 1.575 -2.934 -0.373
N -3.693 1.797 -2.376 -0.464
C -3.799 1.609 -1.065 -0.807
C -2.719 1.213 -0.297 -0.424
N -1.527 0.991 -0.866 0.180
H 1.839 0.792 -5.135 0.204
H 2.938 0.104 -2.918 0.507
H -2.425 1.715 -4.004 0.549
H -4.764 1.791 -0.609 0.430
H -2.792 1.102 0.776 0.654
C -0.541 5.364 -2.714 -0.758
C 0.762 4.975 -2.441 -0.807
C 1.034 4.158 -1.353 -0.650
C -0.003 3.717 -0.530 0.791
C -1.312 4.132 -0.801 -0.691
C -1.578 4.949 -1.886 -0.929
P 0.285 2.608 0.868 2.677
C 1.962 2.874 1.468 1.427
C 3.044 2.611 0.624 -0.647
C 4.334 2.907 1.027 -1.118
C 4.556 3.457 2.285 -0.819
C 3.488 3.711 3.132 -0.783
C 2.190 3.427 2.728 -1.059
C -0.869 3.094 2.154 0.136
C -1.132 4.453 2.357 -0.216
C -1.991 4.843 3.372 -0.825
C -2.596 3.888 4.179 -0.694
C -2.336 2.538 3.982 -0.674
C -1.471 2.142 2.974 -0.612
H -0.748 6.009 -3.557 0.468
H 1.573 5.328 -3.062 0.520
H 2.061 3.901 -1.139 0.451
H -2.123 3.846 -0.146 0.717
H -2.590 5.278 -2.077 0.487
H 2.864 2.216 -0.370 0.585
H 5.167 2.737 0.358 0.526
H 5.563 3.706 2.595 0.465
H 3.660 4.160 4.101 0.504
H 1.362 3.653 3.386 0.462
H -0.672 5.202 1.725 0.606
H -2.193 5.893 3.528 0.485
H -3.275 4.199 4.962 0.451
H -2.815 1.800 4.612 0.453
H -1.261 1.090 2.812 0.464
```

Values from the calculation:
* energy relative to the best compared isomer or geometry (same formula, charge and spin): 12.2 kcal/mol
* total energy: -2733.091076 Eh
* total charge: +4
* molar mass: 842.2 g/mol
* HOMO-LUMO gap (alpha / beta): 3.7 / 3.7 eV

***

5.
Computed, not measured: C44H35AlBO9S2 as an isolated structure, with wB97M-V/def2-TZVPD.

XYZ file:
```
92
Properties=species:S:1:pos:R:3:mulliken_charge:R:1
Al 2.993 -0.202 0.265 -1.538
O 4.246 -3.410 2.147 -0.446
C 4.365 -2.292 1.503 0.711
O 3.602 -1.339 1.684 -0.362
C 5.519 -2.218 0.535 -0.469
O 5.306 -1.162 -0.364 -0.429
C 4.955 -1.577 -1.693 -0.754
C 3.526 -2.137 -1.720 0.810
O 3.208 -3.067 -2.403 -0.592
O 2.725 -1.477 -0.903 -0.003
H 3.474 -3.404 2.739 0.389
H 5.646 -3.187 0.048 0.426
H 6.418 -2.004 1.121 0.423
H 5.664 -2.306 -2.081 0.381
H 4.985 -0.668 -2.295 0.245
C -2.430 4.098 4.917 -1.574
C -1.779 3.184 3.918 0.992
C -2.387 2.927 2.692 -0.900
C -1.803 2.060 1.783 -0.482
C -0.608 1.433 2.116 0.048
C 0.024 1.680 3.322 -0.477
C -0.566 2.558 4.212 -0.925
S -0.089 0.245 0.908 1.731
O 1.441 0.153 1.038 0.450
C -0.657 -1.249 1.702 1.389
C 0.067 -1.760 2.797 -1.086
C -0.357 -2.905 3.399 -1.487
C -1.483 -3.609 2.908 1.002
C -1.885 -4.841 3.473 -1.097
C -2.919 -5.549 2.933 -0.578
C -3.614 -5.050 1.812 -1.031
C -3.279 -3.842 1.272 -0.913
C -2.206 -3.087 1.805 0.963
C -1.789 -1.856 1.213 -0.199
C -2.599 -1.268 0.101 -0.012
C -3.832 -0.621 0.423 1.000
C -4.248 -0.403 1.761 -0.699
C -5.423 0.239 2.029 -0.858
C -6.242 0.702 0.978 -0.698
C -5.860 0.522 -0.319 -1.041
C -4.646 -0.136 -0.632 0.858
C -4.232 -0.326 -1.973 -1.226
C -3.037 -0.912 -2.259 -0.777
C -2.200 -1.355 -1.214 0.047
S -0.636 -2.213 -1.559 1.386
O -0.972 -3.499 -2.200 -0.856
C -0.008 -1.142 -2.876 -0.072
C -0.068 0.245 -2.873 -0.054
C 0.423 0.954 -3.959 -0.873
C 0.994 0.300 -5.048 1.017
C 1.459 1.063 -6.257 -1.626
C 1.083 -1.090 -5.012 -0.781
C 0.584 -1.809 -3.939 -0.843
H -3.082 4.818 4.425 0.393
H -1.688 4.637 5.504 0.407
H -3.041 3.514 5.608 0.291
H -3.322 3.413 2.442 0.426
H -2.277 1.856 0.829 0.560
H 0.969 1.207 3.557 0.447
H -0.081 2.762 5.159 0.426
H 0.940 -1.227 3.151 0.600
H 0.162 -3.294 4.268 0.477
H -1.346 -5.222 4.333 0.453
H -3.206 -6.503 3.357 0.424
H -4.411 -5.636 1.376 0.433
H -3.815 -3.461 0.413 0.533
H -3.617 -0.741 2.573 0.546
H -5.731 0.398 3.054 0.467
H -7.173 1.204 1.207 0.429
H -6.477 0.882 -1.133 0.463
H -4.885 0.004 -2.772 0.430
H -2.726 -1.067 -3.283 0.683
H -0.522 0.782 -2.049 0.525
H 0.347 2.035 -3.966 0.400
H 1.501 2.133 -6.060 0.370
H 0.773 0.896 -7.089 0.321
H 2.447 0.728 -6.572 0.395
H 1.529 -1.617 -5.847 0.432
H 0.610 -2.892 -3.926 0.542
O 4.478 2.098 -1.355 -0.437
B 3.583 1.664 -0.390 1.350
O 2.707 2.705 -0.059 -0.328
C 3.085 3.783 -0.828 0.647
C 2.544 5.048 -0.882 -1.024
C 3.129 5.936 -1.780 -0.548
C 4.202 5.558 -2.582 -0.522
C 4.741 4.277 -2.518 -0.987
C 4.159 3.410 -1.621 0.644
H 1.708 5.331 -0.258 0.512
H 2.740 6.943 -1.854 0.409
H 4.627 6.278 -3.269 0.404
H 5.571 3.972 -3.140 0.500
```

Values from the calculation:
* energy relative to the best compared isomer or geometry (same formula, charge and spin): 6.5 kcal/mol
* total energy: -3438.560627 Eh
* total charge: +1
* molar mass: 809.7 g/mol
* HOMO-LUMO gap: 7.9 eV